C17H18N4O7S4Sn | ωB97M-V/def2-TZVPD

Calculated values
- F_max (eV Å⁻¹) = 0.4
- calculated total energy (Eh) = -3211.4294
- HOMO energy (Eh) = -0.3158
- multiplicity = 1
- energy relative to the best compared isomer or geometry (same formula, charge and spin) (eV) = 0.361

The geometry in XYZ format:
```
51
Properties=species:S:1:pos:R:3:forces:R:3
Sn 0.01103 0.58371 -0.65383 0.2 0.3 0.2
C -0.29444 0.23860 -5.80234 0.0 0.0 0.0
S -0.13225 1.93875 -5.23179 0.0 0.0 0.0
C -0.45989 1.81035 -3.52712 0.1 0.1 0.1
S -1.12468 0.35511 -2.85497 -0.1 0.0 -0.1
N -0.21875 2.91430 -2.86749 0.0 0.0 0.0
N -0.46575 2.75474 -1.54479 -0.1 -0.1 -0.1
C -0.79393 3.72343 -0.80038 0.0 0.0 0.0
C -1.09656 3.37196 0.59084 0.0 0.0 0.0
C -1.50369 4.32390 1.50740 0.0 0.0 0.0
C -1.87188 3.91112 2.77852 0.0 0.0 0.0
C -1.83208 2.56426 3.08223 0.0 0.0 0.0
C -1.39438 1.67064 2.11506 0.0 0.0 0.0
N -1.02121 2.06598 0.90052 0.0 0.0 0.0
H -0.01445 0.26954 -6.85438 0.0 0.0 0.0
H -1.31581 -0.12084 -5.71160 0.0 0.0 0.0
H 0.38437 -0.41013 -5.25492 0.0 0.0 0.0
H -0.91317 4.73942 -1.16768 0.0 0.0 0.0
H -1.54005 5.36500 1.21690 0.0 0.0 0.0
H -2.19436 4.63408 3.51597 0.0 0.0 0.0
H -2.12267 2.19375 4.05422 0.0 0.0 0.0
H -1.32241 0.61229 2.30573 0.0 0.0 0.0
O 1.31848 -0.87061 3.64850 -0.1 0.0 0.0
S 1.14479 -1.25997 2.27335 0.1 -0.2 0.0
O 0.60748 -0.12936 1.47540 0.0 0.0 0.1
O 2.27258 -1.89942 1.63839 -0.1 0.0 0.0
C -0.15425 -2.51061 2.30761 0.0 0.0 0.1
C -0.21409 -3.24543 3.48528 0.0 0.0 0.0
C -1.11788 -4.28621 3.63611 0.0 0.0 0.0
C -1.98659 -4.60720 2.60797 0.0 0.0 0.0
C -1.94964 -3.87933 1.43001 0.0 0.0 0.0
C -1.04267 -2.83840 1.27893 0.0 0.0 0.0
S -1.14811 -1.96820 -0.25729 0.2 0.2 0.1
O -1.67699 -0.59398 0.08297 -0.1 0.0 -0.1
O -1.98813 -2.71328 -1.13621 0.0 0.0 0.0
O 0.22814 -1.68697 -0.74019 -0.1 -0.1 -0.1
H 0.46356 -2.97960 4.28361 0.0 0.0 0.0
H -1.13917 -4.84593 4.56197 0.0 0.0 0.0
H -2.69407 -5.41817 2.71679 0.0 0.0 0.0
H -2.61856 -4.10976 0.61328 0.0 0.0 0.0
N 3.82712 -1.31516 -2.28573 0.0 0.0 0.0
C 2.86271 -0.43275 -1.94133 0.0 0.1 0.1
O 1.89485 -0.20191 -2.65294 0.1 -0.1 -0.1
C 3.04051 0.27804 -0.61704 0.0 -0.1 -0.1
C 2.00120 1.36456 -0.46072 -0.1 -0.1 0.0
H 3.65499 -1.91142 -3.07760 0.0 0.0 0.0
H 4.50415 -1.60881 -1.60434 0.0 0.0 0.0
H 4.05339 0.68932 -0.56929 0.0 0.0 0.0
H 2.95969 -0.46527 0.18095 0.0 0.0 0.0
H 2.11171 2.14358 -1.21387 0.0 0.0 0.0
H 2.02182 1.79233 0.53934 0.0 0.0 0.0
```
Forces are in eV/Å.